Record 1
Below is C3H9N3O3P as an isolated structure in a non-equilibrium geometry, with properties calculated with ωB97M-V with the def2-TZVPD basis set.

Values from the calculation:
Frontier orbital gap ... 0.2806 Eh
LUMO ... 3.598 eV
HOMO ... -4.04 eV
DFT total energy ... -851.14241 Ha
Max |F| ... 4.20 eV Å⁻¹
Total charge ... -1
ΔE to the lowest compared entry with this formula, charge and spin ... 279.49 kJ/mol

XYZ file:
```
19
C3H9N3O3P, DFT ωB97M-V with the def2-TZVPD basis set
C 0.79517 0.00886 -0.55430
C -0.12482 1.74085 0.92763
C -1.34740 1.23732 -1.02533
N -0.74200 -1.39560 0.42252
N -0.00978 1.07196 -0.37577
N 1.05602 -0.62012 -1.61026
O 1.52265 -2.84630 -0.10962
O 1.53425 -0.43379 0.56339
O 1.08591 -2.23402 2.34475
P 0.68163 -1.89074 0.99699
H 0.83823 1.87471 1.56328
H -0.45924 2.77382 0.83743
H -0.71412 1.23471 1.74345
H -2.05396 0.87188 -0.27218
H -1.40150 2.29442 -1.07658
H -1.30339 0.74009 -1.90866
H -1.54073 -2.03985 0.70868
H 1.52857 -2.08073 -0.67546
H 0.65450 -0.30747 -2.49997
```

***

Record 2
Below is one molecule with the formula C3H9N3S in a non-equilibrium geometry, with properties calculated with ωB97M-V with the def2-TZVPD basis set.

Values from the calculation:
Frontier orbital gap ... 0.3470 Eh
LUMO ... 0.490 eV
SMILES ... C/N=C(/CN)NS
HOMO ... -8.95 eV
DFT total energy ... -682.11416 Ha
Max |F| ... 2.03 eV Å⁻¹
ΔE to the lowest compared entry with this formula, charge and spin ... 135.83 kJ/mol

XYZ file:
```
16
C3H9N3S, DFT ωB97M-V with the def2-TZVPD basis set
C -1.52584 1.60472 -0.23901
C 0.32460 0.26299 0.31813
C 1.81651 -0.02319 0.31856
H -1.62461 2.66459 -0.37611
H -2.16550 1.09414 -0.97990
H -1.96035 1.37037 0.76364
H 2.21689 -0.41632 1.23047
H 2.34807 0.90726 0.02824
H 1.66344 -0.80809 -1.61378
H 1.72094 -1.90329 -0.40556
H 0.02947 -1.55692 1.27997
H -2.77048 -1.07506 0.22357
N -0.10020 1.27157 -0.34921
N 2.09791 -1.01345 -0.72104
N -0.45294 -0.80225 0.80225
S -1.61790 -1.57707 -0.28022
```

***

Record 3
Below is a 2-piece molecular cluster, C3H9N4 overall in a non-equilibrium geometry, with properties calculated with ωB97M-V with the def2-TZVPD basis set.

Values from the calculation:
Frontier orbital gap (alpha / beta) ... 0.3140 / 0.3140 Eh
LUMO (alpha / beta) ... -5.120 / -5.121 eV
HOMO (alpha / beta) ... -13.66 / -13.66 eV
DFT total energy ... -338.36878 Ha
Max |F| ... 3.44 eV Å⁻¹
Total charge ... +1
ΔE to the lowest compared entry with this formula, charge and spin ... 399.25 kJ/mol

XYZ file:
```
16
C3H9N4, DFT ωB97M-V with the def2-TZVPD basis set
C 0.73394 -0.22272 0.38725
C 0.76164 0.51648 1.67506
C -0.71608 -0.78608 -1.62574
N -2.15491 1.68351 0.34607
N -2.00183 0.60117 0.59481
N -0.33946 -0.29935 -0.31915
N 1.82432 -0.77432 -0.12723
H -0.04773 0.06645 2.29668
H 0.32885 1.44686 1.31931
H 1.77540 0.42843 2.12245
H 0.03362 -1.35143 -2.13138
H -1.51139 -1.44511 -1.38205
H -1.08214 -0.04217 -2.37638
H -1.80270 2.47010 -0.34654
H 2.53852 -0.98831 0.55486
H 1.65996 -1.30350 -0.98803
```